{"formula": "C19H28FeNP", "method": "ωB97M-V with the def2-TZVPD basis set", "species": ["Fe", "C", "C", "H", "C", "H", "C", "C", "H", "H", "H", "H", "H", "H", "H", "H", "H", "C", "C", "C", "C", "H", "H", "H", "C", "H", "C", "H", "C", "C", "H", "C", "C", "P", "C", "H", "H", "H", "H", "C", "H", "H", "C", "H", "C", "H", "N", "H", "H", "H"], "xyz": [[-0.144, 1.167, 1.184], [-2.031, -0.708, -2.165], [-1.770, 0.013, 3.230], [2.630, 1.093, -0.566], [-0.402, -2.997, -1.194], [3.398, 2.500, 0.244], [1.918, -2.138, -1.121], [1.226, 4.367, 0.859], [-0.144, 2.389, 2.314], [-1.147, -3.277, -1.952], [-0.180, -3.881, -0.569], [1.288, -1.307, 2.445], [0.603, -2.908, 4.230], [-1.586, -2.630, 5.399], [-3.112, -0.767, 4.746], [2.778, 2.648, -1.446], [0.840, 4.362, 1.885], [-1.218, -0.612, -1.018], [-0.717, 1.669, -1.614], [-0.534, -0.138, 2.594], [0.825, -2.353, -3.280], [0.653, -1.272, -3.464], [-1.879, -2.260, 0.189], [-2.558, -1.646, -2.364], [-1.293, -1.937, 4.607], [-2.430, 0.842, 2.959], [2.618, 2.187, -0.462], [0.742, 3.197, -2.167], [-2.150, 0.358, -3.054], [-0.065, -2.089, 3.955], [1.902, -1.026, -1.074], [0.320, -1.186, 2.940], [0.031, 2.950, -1.361], [1.019, 2.721, 0.188], [-1.458, 1.542, -2.794], [2.860, -2.436, -1.606], [0.036, -2.928, -3.785], [-0.261, -1.725, 0.573], [0.665, 5.093, 0.255], [-0.667, 0.626, -0.676], [-1.483, 2.380, -3.497], [0.551, 2.009, 2.433], [-2.149, -0.888, 4.243], [-0.631, 3.819, -1.213], [-0.950, -1.885, -0.265], [1.809, -2.618, -3.700], [0.823, -2.668, -1.883], [1.892, -2.533, -0.093], [2.295, 4.619, 0.864], [-2.763, 0.261, -3.950]], "nbo_charge": [1.04, -0.23, -0.27, 0.25, -0.18, 0.24, -0.40, -0.97, -0.08, 0.19, 0.18, 0.20, 0.20, 0.21, 0.21, 0.23, 0.24, -0.03, -0.07, -0.48, -0.39, 0.17, 0.22, 0.20, -0.26, 0.20, -0.94, 0.23, -0.21, -0.16, 0.16, -0.27, -0.71, 0.85, -0.23, 0.19, 0.20, 0.22, 0.25, -0.43, 0.20, 0.09, -0.20, 0.23, -0.46, 0.18, -0.47, 0.20, 0.25, 0.21], "spin_multiplicity": 5, "energy_ha": -2400.400505, "e_lumo_ev": [0.31, 0.07], "s_squared": 6.04, "largest_force_ha_per_bohr": 0.0617, "gap_ha": [0.2376, 0.2762]}

---

{"formula": "C3H9N3O2", "method": "ωB97M-V with the def2-TZVPD basis set", "species": ["H", "H", "H", "H", "N", "C", "H", "C", "O", "N", "H", "O", "N", "C", "H", "H", "H"], "xyz": [[-0.327, 0.737, 2.309], [0.726, 2.022, -0.232], [1.147, 1.464, 1.918], [-2.440, -0.068, -1.049], [0.483, 0.621, 1.824], [0.287, 0.293, 0.348], [0.341, 0.967, -1.422], [-1.506, -0.734, -1.122], [2.536, -0.345, 0.964], [1.706, -0.279, 0.099], [-0.163, -1.810, 0.150], [1.934, -0.590, -1.076], [0.096, 1.339, -0.482], [-0.683, -0.878, 0.164], [-0.903, -0.232, -1.917], [-1.786, -1.657, -1.556], [-1.446, -0.848, 1.081]], "nbo_charge": [0.37, 0.36, 0.37, 0.22, -0.82, 0.37, 0.39, -0.61, -0.33, 0.49, 0.23, -0.44, -0.81, -0.42, 0.20, 0.22, 0.22], "energy_ha": -434.327574, "e_lumo_ev": 0.59, "largest_force_ha_per_bohr": 0.1130, "smiles": "CCC(N)(N)[N+](=O)[O-]", "gap_ha": 0.3840}

---

{"formula": "C23H21N6ORhS", "method": "ωB97M-V with the def2-TZVPD basis set", "species": ["H", "C", "C", "H", "H", "C", "C", "Rh", "C", "H", "C", "H", "C", "H", "C", "N", "H", "H", "C", "C", "H", "H", "C", "N", "S", "C", "C", "H", "H", "C", "C", "C", "N", "C", "H", "N", "H", "N", "N", "H", "C", "C", "C", "C", "C", "H", "H", "O", "C", "H", "H", "H", "H"], "xyz": [[2.785, -5.542, -2.146], [2.070, -0.504, 0.278], [2.884, -4.869, -2.994], [3.302, -3.299, -5.109], [2.102, 2.368, -0.844], [-0.928, 0.415, -5.557], [-2.854, -0.505, -0.255], [0.054, 0.169, -0.349], [-0.552, -0.709, -4.836], [2.646, -1.676, -5.355], [1.185, -3.364, -1.724], [-2.555, -1.359, -0.848], [2.397, -2.700, -5.091], [3.928, -4.564, -3.069], [-4.164, -0.272, 0.138], [-1.882, 0.337, 0.091], [1.674, -3.100, -5.801], [-5.472, 1.040, 1.220], [1.351, 0.506, -3.954], [-3.434, 1.716, 1.266], [-1.129, -1.624, -4.887], [2.622, -5.418, -3.899], [3.212, 3.714, 0.401], [0.972, -1.804, -3.291], [0.989, -0.849, 1.496], [1.117, 2.754, 1.033], [3.254, 4.383, 1.617], [-3.607, 2.601, 1.862], [4.010, 3.842, -0.318], [2.223, 4.236, 2.542], [1.142, 3.428, 2.254], [0.553, -2.170, -2.059], [1.865, -2.737, -3.736], [-0.171, 1.577, -5.479], [2.268, 4.753, 3.490], [-1.096, 2.279, 1.164], [2.242, 0.514, -3.340], [0.007, 1.932, 0.696], [2.368, -0.097, -0.782], [-1.808, 0.381, -6.185], [0.584, -0.648, -4.044], [1.996, -3.691, -2.802], [2.148, 2.881, 0.107], [0.965, 1.624, -4.682], [-4.456, 0.844, 0.903], [0.337, 3.299, 2.963], [-0.463, 2.447, -6.050], [-0.329, -1.454, -1.412], [-2.157, 1.426, 0.840], [4.095, 5.022, 1.850], [1.056, -3.927, -0.817], [-4.937, -0.967, -0.157], [1.559, 2.527, -4.637]], "nbo_charge": [0.26, 0.05, -0.67, 0.25, 0.23, -0.19, 0.09, 0.99, -0.22, 0.24, -0.38, 0.26, -0.43, 0.25, -0.21, -0.42, 0.23, 0.26, -0.26, -0.17, 0.24, 0.25, -0.19, -0.20, 0.28, 0.12, -0.14, 0.27, 0.24, -0.19, -0.20, 0.55, -0.12, -0.17, 0.25, -0.10, 0.24, -0.13, -0.35, 0.24, 0.15, 0.28, -0.22, -0.19, -0.10, 0.24, 0.24, -0.74, 0.27, 0.24, 0.26, 0.26, 0.24], "energy_ha": -1800.994258, "e_lumo_ev": [-8.34, -8.34], "largest_force_ha_per_bohr": 0.0029, "gap_ha": [0.2369, 0.2369], "total_charge": 2}

---

{"formula": "C49H101ClFN4O11P", "method": "ωB97M-V with the def2-TZVPD basis set", "species": ["H", "H", "H", "C", "C", "C", "H", "C", "N", "H", "C", "H", "H", "H", "H", "C", "H", "H", "C", "H", "H", "H", "H", "C", "H", "C", "H", "H", "H", "H", "H", "H", "H", "C", "H", "C", "H", "H", "H", "C", "H", "C", "H", "C", "H", "H", "C", "H", "H", "H", "C", "H", "H", "H", "H", "H", "H", "O", "H", "H", "H", "C", "C", "C", "C", "N", "H", "H", "H", "H", "H", "H", "H", "H", "H", "O", "H", "H", "H", "H", "O", "O", "H", "H", "C", "P", "H", "C", "C", "H", "C", "H", "H", "H", "H", "C", "H", "C", "H", "F", "H", "C", "O", "H", "O", "H", "H", "C", "H", "O", "H", "H", "H", "H", "C", "H", "H", "O", "H", "H", "H", "H", "N", "C", "H", "C", "C", "C", "Cl", "C", "H", "N", "C", "C", "C", "H", "O", "C", "O", "H", "C", "H", "C", "C", "O", "C", "H", "H", "C", "C", "C", "C", "H", "H", "H", "H", "H", "C", "H", "C", "H", "H", "H", "H", "H", "C", "H", "H"], "xyz": [[3.682, 2.941, 0.323], [2.456, 4.477, -0.757], [-5.310, -1.355, -7.193], [4.778, 4.670, 0.888], [-2.586, -5.592, 6.257], [7.000, 8.628, 0.581], [-3.165, 7.500, -3.908], [-4.363, -1.703, -7.608], [-0.327, 0.584, -0.509], [0.246, -5.212, 3.276], [-1.031, 3.393, 1.848], [-1.770, -4.033, -3.064], [-3.505, -1.855, -11.826], [2.205, -3.041, 4.818], [-2.915, -1.133, 4.333], [1.734, -3.378, 3.896], [2.122, -0.834, -1.987], [4.643, 10.892, 0.056], [0.211, -3.450, 4.026], [4.773, -1.012, -3.748], [0.348, -5.329, -3.085], [-3.817, -2.237, -6.829], [-4.053, -4.927, 8.490], [0.077, 4.209, 1.617], [8.872, 8.699, 1.646], [-0.614, -4.434, -6.120], [-2.729, -6.140, 7.195], [-4.272, -1.699, 2.422], [-2.356, -3.554, -0.732], [4.492, 11.501, 1.713], [0.515, -2.029, -0.861], [-1.417, 3.784, -1.073], [2.910, 0.220, -0.833], [-1.749, -5.137, -6.844], [7.192, 9.553, 0.026], [4.956, 9.402, 1.585], [0.861, -9.506, 3.485], [0.224, -5.121, -5.953], [-3.089, -0.157, -11.529], [-0.375, 7.354, 0.742], [2.339, -1.739, -3.967], [-3.667, -0.794, 2.403], [2.137, -4.374, 3.701], [0.862, 2.581, -0.020], [-2.485, -5.108, -4.246], [-3.688, 4.911, -2.799], [1.318, -8.668, 2.957], [-4.698, -5.275, 5.830], [0.416, 8.065, 0.980], [-0.233, -3.627, -6.747], [2.776, -0.953, -4.584], [0.029, -3.737, 5.065], [0.671, -8.814, 5.576], [1.510, -7.911, 6.821], [-0.760, 6.153, -2.558], [-3.752, 4.627, -1.073], [7.531, 9.404, 2.546], [-1.002, -3.822, -4.905], [1.610, -9.018, 1.967], [2.282, 5.569, 0.655], [-2.560, -4.436, -7.046], [5.052, 10.826, 1.065], [-2.103, 3.442, 4.105], [-0.420, -2.073, 3.799], [-0.245, 1.744, 0.212], [-2.269, 1.376, 1.438], [-4.294, 0.004, 2.800], [4.368, 0.483, -4.566], [-1.426, 7.722, -2.148], [-5.511, -0.535, -11.186], [3.083, -1.404, -5.528], [-2.977, 4.276, 2.411], [4.230, -2.272, -2.034], [3.553, -2.130, -0.413], [5.561, 4.244, 1.505], [-3.338, -0.598, 1.024], [-1.293, 4.046, -2.808], [-4.751, -0.040, -9.688], [0.555, -7.896, 2.844], [-1.032, -6.360, -2.662], [-2.094, -2.819, -0.161], [-2.199, -4.256, 6.520], [-4.261, -3.258, 9.016], [-2.497, 4.120, 4.850], [-0.578, -5.769, -3.459], [-1.566, -1.682, -1.142], [-3.645, -5.207, 4.418], [-4.611, -2.614, -8.799], [0.305, 5.527, 2.333], [-1.733, -6.051, 5.755], [2.311, 4.540, 0.319], [-2.038, -1.735, -3.229], [-1.536, 7.351, -4.591], [-3.665, -3.004, -9.193], [7.650, 7.654, 2.394], [-3.151, -3.440, 7.180], [-2.539, 5.919, -4.364], [3.518, 3.830, 0.940], [2.717, -10.311, 5.343], [3.258, 3.383, 2.224], [-0.718, -1.712, 4.794], [3.098, -0.445, -1.678], [-0.076, -2.077, -1.628], [-2.674, -2.465, 7.291], [2.230, -7.591, 4.976], [0.293, -1.354, 3.398], [1.589, 2.269, -0.760], [-0.774, 6.560, 1.985], [2.056, -2.744, 3.070], [-0.313, -4.441, 3.149], [2.064, -10.317, 6.979], [3.511, -9.366, 6.599], [4.968, -1.169, -0.877], [4.526, 5.683, 1.203], [-2.267, 6.882, -3.930], [-2.148, -2.954, 3.331], [-4.029, -6.766, 5.171], [3.643, 0.371, -2.699], [3.312, -8.880, 3.770], [-0.085, 6.702, -0.080], [-1.859, -0.101, 3.413], [-1.396, -5.549, -7.791], [-2.524, -1.553, -2.356], [7.809, 8.596, 1.867], [-2.162, -5.959, -6.258], [-4.801, -0.852, -10.422], [-1.185, 2.161, 1.153], [-2.338, 0.256, 0.790], [0.476, 5.330, 4.118], [-1.372, -0.125, -0.195], [-3.779, -0.823, -7.879], [-1.647, -2.141, 2.989], [2.540, -9.692, 6.223], [1.048, 3.765, 0.656], [-3.442, -1.077, -11.063], [1.993, -0.220, -4.783], [-2.590, 6.185, -1.591], [3.965, -0.288, -3.910], [5.610, 8.445, 0.771], [2.951, -7.291, 3.127], [-2.486, -0.986, 3.329], [-1.720, 6.076, 1.764], [-2.109, 3.757, 2.810], [-3.078, 4.887, -1.890], [-5.362, -2.012, -9.838], [-1.992, 3.831, -1.998], [3.908, 9.099, 1.611], [-2.693, -1.390, -10.335], [4.016, -1.570, -1.227], [-3.564, -3.954, 8.548], [-3.812, -5.716, 5.369], [1.663, -8.491, 5.911], [1.243, 5.963, 2.029], [7.319, 7.808, -0.063], [-0.316, -6.450, -4.270], [-0.944, 7.231, 2.823], [-5.190, -3.478, -8.472], [-1.535, -4.678, -3.911], [-4.030, -3.288, 6.543], [2.528, -8.120, 3.696], [-1.238, 7.926, 0.409], [5.323, 9.341, 2.616], [6.083, 11.180, 1.027], [-2.691, -4.061, 9.194], [-1.675, 2.502, 4.437], [-1.689, 6.736, -2.533], [5.088, 4.734, -0.154], [-2.432, 2.851, -2.190]], "mulliken_charge": [0.03, 0.62, 0.31, -1.51, -0.19, -0.35, 0.31, -0.82, -0.23, 0.12, 1.60, -0.50, 0.28, 0.40, 0.39, -1.40, 0.16, 0.30, 0.89, 0.32, 0.26, 0.24, 0.30, 0.62, 0.40, -0.40, 0.37, 0.44, 0.36, 0.39, 0.24, 0.21, 0.24, -0.98, 0.30, -0.22, 0.28, 0.33, 0.38, -1.11, 0.15, -0.98, 0.27, -0.42, 0.30, 0.31, -0.97, 0.31, 0.30, 0.34, -0.94, -0.11, 0.28, 0.36, 0.12, 0.39, 0.27, -0.32, 0.40, 0.60, 0.11, -1.13, -1.11, -0.72, -0.88, -0.44, 0.38, 0.35, 0.41, 0.34, 0.44, 0.41, 0.33, 0.37, 0.40, -0.49, 0.33, 0.29, 0.18, 0.42, -0.43, -0.33, 0.41, 0.34, -1.24, 0.51, 0.23, -0.36, -0.35, 0.17, -2.23, 0.26, 0.44, 0.28, 0.28, -0.27, 0.29, 1.10, 0.28, -0.39, 0.39, 0.23, -0.35, 0.33, -0.41, 0.27, 0.79, -0.18, 0.31, -0.45, 0.40, 0.30, 0.35, 0.31, -1.37, 0.01, 0.41, -0.45, 0.35, 0.09, 0.47, 0.43, -0.87, -1.05, 0.28, -0.34, -0.11, 0.22, -0.21, 0.76, 0.24, 0.20, -1.16, 0.54, -1.00, 0.28, -0.41, -0.37, -0.36, 0.36, -0.68, 0.13, -0.89, -0.63, -0.44, -0.90, 0.22, 0.25, -1.37, -1.30, -1.11, -0.25, 0.11, 0.35, 0.38, 0.50, 0.35, 0.58, 0.33, -0.38, 0.46, 0.34, 0.29, 0.30, 0.27, -0.01, 0.36, 0.48], "energy_ha": -3875.567510, "e_lumo_ev": -0.27, "largest_force_ha_per_bohr": 0.0402, "smiles": "C=Cc1c([C@H](Cl)CC)c(C[C@@H](C)F)cc2nc(P(=N)(O)O)c(OCCNC[C@H](C)O)nc12.CCOCC.CCOCC.CCOCC.CCOCC.CCOCC.CCOCC.CCOCC", "gap_ha": 0.2961}